(w)
Molecular formula: C5H6FN
Method: DFT, the ωB97M-V functional and the def2-TZVPD basis

The calculation puts the HOMO energy at -8.70 eV. Its LUMO energy is 0.79 eV. As for the multiplicity: 1. For the frontier orbital gap, the calculation gives 9.495 eV. As for the total charge: 0.

Each line ends with the Mulliken charge.
Geometry (Å):
C (1.39, 1.73, -0.59)  0.169
C (0.10, 0.66, 1.27)  -0.610
C (-1.05, 1.36, 0.63)  -0.118
C (0.60, 0.67, -0.16)  0.578
C (0.42, -0.52, -1.05)  -1.283
N (2.06, 2.60, -0.95)  -0.486
F (-1.13, 2.69, 0.66)  -0.236
H (0.67, 1.27, 1.97)  0.339
H (-0.12, -0.33, 1.67)  0.274
H (-1.91, 0.88, 0.22)  0.378
H (0.48, -0.23, -2.10)  0.365
H (-0.54, -1.00, -0.88)  0.342
H (1.21, -1.25, -0.85)  0.289



(x)
Molecular formula: C5H6FN
Method: DFT, the ωB97M-V functional and the def2-TZVPD basis

The calculation puts the HOMO energy at -9.20 eV. Its LUMO energy is 1.00 eV. Its SMILES is C#C[C@H]1NC[C@H]1F. As for the multiplicity: 1. For the frontier orbital gap, the calculation gives 10.200 eV. As for the total charge: 0.

Each line ends with the Mulliken charge.
Geometry (Å):
C (-0.76, 1.04, -0.14)  0.258
C (-0.55, 0.70, -1.53)  -0.437
C (0.63, 0.08, 0.33)  -0.237
C (0.56, -1.15, 1.38)  -0.419
C (0.70, -2.06, 2.22)  -0.006
H (-0.59, 2.24, 0.29)  0.219
H (-1.42, -0.12, -1.72)  0.258
H (-0.45, 1.68, -2.29)  0.244
H (1.29, -0.96, -1.45)  0.274
H (1.34, 0.81, 0.72)  0.267
H (0.39, -2.89, 2.97)  0.328
N (0.90, 0.02, -1.14)  -0.442
F (-2.03, 0.61, 0.36)  -0.307



(y)
Molecular formula: C5H6FN
Method: DFT, the ωB97M-V functional and the def2-TZVPD basis

The calculation puts the HOMO energy at -9.02 eV. Its LUMO energy is 0.92 eV. Its SMILES is C#C/C(=C/F)CN. As for the multiplicity: 1. For the frontier orbital gap, the calculation gives 9.942 eV. As for the total charge: 0.

Each line ends with the Mulliken charge.
Geometry (Å):
C (-0.05, -1.08, 0.73)  -0.841
C (0.09, 0.34, 0.14)  0.288
C (-1.03, 0.99, -0.17)  -0.205
C (1.33, 0.92, -0.08)  -0.622
C (2.44, 1.31, -0.31)  0.086
H (-0.51, -2.30, -0.92)  0.222
H (1.09, -2.28, -0.42)  0.232
H (0.69, -1.23, 1.48)  0.387
H (-1.06, -1.13, 1.13)  0.366
H (-1.04, 2.03, -0.49)  0.417
H (3.50, 1.56, -0.36)  0.432
N (0.11, -2.25, -0.14)  -0.521
F (-2.24, 0.46, -0.15)  -0.241



Which is the most stable structure? (w) is the most stable.



(w)
Molecular formula: C5H6FN
Method: DFT, the ωB97M-V functional and the def2-TZVPD basis

The calculation puts the HOMO energy at -9.19 eV. Its LUMO energy is 0.92 eV. Its SMILES is C#C/C(=C/F)CN. As for the multiplicity: 1. For the frontier orbital gap, the calculation gives 10.116 eV. As for the total charge: 0.

Each line ends with the Mulliken charge.
Geometry (Å):
C (-0.89, -0.83, -0.09)  -0.629
C (-0.14, 0.44, 0.30)  -0.012
C (-0.58, 1.69, 0.15)  -0.186
C (1.18, 0.18, 0.81)  -0.677
C (2.24, -0.09, 1.31)  0.286
H (-0.48, -0.63, -2.04)  0.282
H (0.58, -1.58, -1.32)  0.277
H (-0.85, -1.52, 0.75)  0.365
H (-1.92, -0.45, -0.21)  0.298
H (-0.14, 2.64, 0.37)  0.430
H (3.21, -0.41, 1.69)  0.426
N (-0.41, -1.39, -1.37)  -0.604
F (-1.80, 1.94, -0.34)  -0.255



(x)
Molecular formula: C5H6FN
Method: DFT, the ωB97M-V functional and the def2-TZVPD basis

The calculation puts the HOMO energy at -8.84 eV. Its LUMO energy is 0.77 eV. Its SMILES is C#C/C(=C\F)CN. As for the multiplicity: 1. For the frontier orbital gap, the calculation gives 9.615 eV. As for the total charge: 0.

Each line ends with the Mulliken charge.
Geometry (Å):
C (-0.66, -0.63, 0.72)  -0.738
C (0.42, 0.04, -0.20)  0.171
C (0.40, -0.18, -1.51)  -0.164
C (1.37, 0.89, 0.39)  -0.540
C (2.23, 1.59, 0.96)  0.140
H (-2.49, 0.19, 0.19)  0.233
H (-2.19, -1.33, -0.58)  0.226
H (-0.66, 0.03, 1.67)  0.366
H (-0.34, -1.64, 1.07)  0.279
H (-0.47, -0.54, -2.12)  0.331
H (2.95, 2.18, 1.44)  0.425
N (-2.03, -0.71, 0.24)  -0.499
F (1.46, 0.11, -2.26)  -0.230



Which is the most stable structure? (w) is the most stable.



(w)
Molecular formula: C3H12N4O
Method: DFT, the ωB97M-V functional and the def2-TZVPD basis

The calculation puts the HOMO energy at -8.47 eV. Its LUMO energy is 0.90 eV. Its SMILES is CNC(C)=O.NNN. As for the multiplicity: 1. For the frontier orbital gap, the calculation gives 9.364 eV. As for the total charge: 0.

Each line ends with the Mulliken charge.
Geometry (Å):
C (0.32, -1.96, 0.37)  -1.592
N (-1.27, 0.48, 0.26)  0.126
C (0.58, -0.68, -0.40)  1.221
N (-1.86, 0.93, -0.98)  -0.734
N (-2.18, -0.18, 1.11)  -0.659
O (0.45, -0.57, -1.61)  -0.718
H (-1.58, 1.90, -1.14)  0.262
H (-3.02, 0.39, 1.25)  0.268
H (-1.37, 0.38, -1.70)  0.285
H (-2.48, -1.03, 0.62)  0.214
H (-0.40, -2.57, -0.18)  0.313
H (1.25, -2.50, 0.48)  0.389
H (-0.10, -1.75, 1.35)  0.477
C (2.16, 1.25, -0.32)  -0.921
N (1.31, 0.30, 0.36)  -0.364
H (1.61, 0.01, 1.28)  0.237
H (-0.51, 1.11, 0.76)  0.293
H (2.07, 2.24, 0.15)  0.266
H (1.83, 1.32, -1.35)  0.342
H (3.21, 0.94, -0.30)  0.296



(x)
Molecular formula: C3H12N4O
Method: DFT, the ωB97M-V functional and the def2-TZVPD basis

The calculation puts the HOMO energy (spin up / spin down) at -6.24 / -6.72 eV. Its LUMO energy (spin up / spin down) is 0.51 / 0.68 eV. As for the multiplicity: 1. For the frontier orbital gap (spin up / spin down), the calculation gives 6.751 / 7.396 eV. As for the total charge: 0.

Each line ends with the Mulliken charge.
Geometry (Å):
C (-1.40, -0.45, -0.03)  0.563
C (-1.60, 0.41, 1.18)  -0.907
N (-2.04, -1.69, -0.05)  -0.468
O (-1.25, 0.13, -1.21)  -0.671
H (-0.13, 0.10, -1.47)  0.456
H (0.12, -0.74, 0.25)  0.398
H (-1.87, -2.25, -0.87)  0.207
H (-2.27, -2.14, 0.83)  0.190
H (-2.28, 1.22, 0.94)  0.262
H (-0.63, 0.85, 1.49)  0.152
H (-1.99, -0.16, 2.03)  0.333
N (1.21, -0.05, -1.31)  -0.045
N (1.90, 1.14, -1.64)  -0.721
C (1.78, 0.39, 1.00)  -0.915
N (1.26, -0.50, 0.13)  -0.447
H (1.61, -0.81, -1.83)  0.278
H (1.27, 1.91, -1.46)  0.274
H (2.66, 1.23, -0.95)  0.379
H (2.18, -0.03, 1.92)  0.240
H (1.47, 1.44, 1.04)  0.443



Which is the most stable structure? (w) is the most stable.



(w)
Molecular formula: C6H10N2
Method: DFT, the ωB97M-V functional and the def2-TZVPD basis

The calculation puts the HOMO energy at -9.36 eV. Its LUMO energy is 0.97 eV. As for the multiplicity: 1. For the frontier orbital gap, the calculation gives 10.330 eV. As for the total charge: 0.

Each line ends with the Mulliken charge.
Geometry (Å):
C (-1.76, -0.50, 1.49)  -0.683
C (-0.90, -0.75, 0.50)  0.489
C (-0.27, -0.72, -1.66)  -0.719
C (0.95, -0.40, -0.84)  0.319
C (1.38, 0.99, -0.63)  -0.670
C (0.85, 0.97, 0.77)  -0.377
H (-2.80, -0.73, 1.23)  0.354
H (-1.47, 0.60, 1.80)  0.190
H (-1.33, -1.17, 2.47)  0.249
H (-0.61, -0.05, -2.49)  0.312
H (-0.12, -1.72, -2.33)  0.225
H (1.82, -1.14, -0.83)  0.310
H (2.53, 0.93, -0.70)  0.240
H (1.03, 1.72, -1.30)  0.378
H (1.58, 1.80, 1.73)  0.234
H (-0.19, 1.59, 0.66)  0.164
N (-1.29, -0.80, -0.62)  -0.501
N (0.60, -0.60, 0.76)  -0.515



(x)
Molecular formula: C6H10N2
Method: DFT, the ωB97M-V functional and the def2-TZVPD basis

The calculation puts the HOMO energy at -9.01 eV. Its LUMO energy is 0.82 eV. Its SMILES is C=C(N)C#N.C=CC. As for the multiplicity: 1. For the frontier orbital gap, the calculation gives 9.828 eV. As for the total charge: 0.

Each line ends with the Mulliken charge.
Geometry (Å):
C (1.28, -0.83, 0.73)  0.241
C (-1.74, 1.14, 0.13)  -1.135
C (0.46, -1.18, 1.92)  -1.064
C (1.37, -1.57, -0.36)  -0.989
C (-0.95, 1.32, -0.93)  0.842
N (-0.77, 0.41, -1.96)  -0.540
C (-0.28, 2.57, -1.09)  0.063
N (0.27, 3.56, -1.20)  -0.407
H (1.84, 0.10, 0.80)  0.327
H (0.09, 0.50, -2.47)  0.270
H (-1.90, 1.92, 0.85)  0.325
H (-2.26, 0.21, 0.28)  0.315
H (-0.19, -0.36, 2.20)  0.253
H (1.11, -1.38, 2.77)  0.326
H (-0.15, -2.06, 1.72)  0.297
H (0.82, -2.50, -0.46)  0.283
H (-1.02, -0.54, -1.73)  0.265
H (2.00, -1.30, -1.19)  0.329



Which is the most stable structure? (x) is the most stable.



(w)
Molecular formula: C6H10N2
Method: DFT, the ωB97M-V functional and the def2-TZVPD basis

The calculation puts the HOMO energy at -8.96 eV. Its LUMO energy is 0.35 eV. As for the multiplicity: 1. For the frontier orbital gap, the calculation gives 9.317 eV. As for the total charge: 0.

Each line ends with the Mulliken charge.
Geometry (Å):
C (-2.47, -0.70, 0.80)  -0.386
C (0.40, 1.19, -0.55)  0.115
C (1.44, 1.25, 0.47)  -0.306
C (2.05, 0.05, 0.92)  -0.180
C (1.81, -1.15, 0.24)  -0.357
C (0.97, -0.98, -0.94)  -0.258
H (-2.20, 0.70, -0.61)  0.267
H (-3.76, 0.26, -0.66)  0.252
H (-2.82, -0.50, 1.94)  0.202
H (-3.03, -1.82, 0.36)  0.192
H (-0.98, -0.98, 0.63)  0.095
H (0.20, 2.28, -0.81)  0.244
H (1.61, 2.30, 0.89)  0.265
H (2.47, 0.02, 1.94)  0.343
H (2.56, -1.89, 0.36)  0.410
H (0.88, -1.91, -1.69)  0.252
N (-2.94, 0.46, 0.05)  -0.594
N (0.06, 0.06, -1.19)  -0.555



(x)
Molecular formula: C6H10N2
Method: DFT, the ωB97M-V functional and the def2-TZVPD basis

The calculation puts the HOMO energy (spin up / spin down) at -7.59 / -7.21 eV. Its LUMO energy (spin up / spin down) is 0.99 / 0.41 eV. As for the multiplicity: 1. For the frontier orbital gap (spin up / spin down), the calculation gives 8.576 / 7.622 eV. As for the total charge: 0.

Each line ends with the Mulliken charge.
Geometry (Å):
C (0.54, -0.73, 1.60)  -0.877
N (0.28, 0.18, 0.49)  -0.225
C (-0.17, -0.20, -0.62)  0.674
C (2.14, -0.57, -1.00)  -0.153
C (-1.81, 0.81, 0.89)  -0.503
C (-0.76, -0.45, -1.76)  -1.011
C (-1.96, 2.11, 0.97)  -0.502
N (2.28, -1.14, -2.09)  -0.478
H (3.23, -1.30, -2.44)  0.242
H (2.93, -0.19, -0.33)  0.302
H (-2.53, 0.02, 1.09)  0.371
H (1.62, -0.78, 1.74)  0.324
H (0.15, -1.73, 1.43)  0.304
H (0.11, -0.30, 2.51)  0.367
H (-0.16, -0.83, -2.58)  0.315
H (-1.82, -0.27, -1.89)  0.337
H (-2.92, 2.57, 1.24)  0.270
H (-1.15, 2.79, 0.74)  0.244



Which is the most stable structure? (w) is the most stable.